[1]
Molecular formula: C25H43NO3
Method: DFT, wB97M-V/def2-TZVPD

Calculated values
* DFT total energy: -34256.6715 eV
* SMILES: CCCCCCCCCCCCCCCc1cccc(OCC(=O)NCCO)c1
* energy relative to the best compared isomer or geometry (same formula, charge and spin): 5.4 kJ/mol

Each line ends with the Löwdin charge.
Geometry (Å):
C1 2.78047 -8.42005 3.71805  -0.122
C2 1.92274 -7.19063 3.44477  -0.281
C3 2.15353 -6.63599 2.04121  -0.240
C4 1.29628 -5.40422 1.75983  -0.228
C5 1.51978 -4.86842 0.34742  -0.221
C6 0.76688 -3.56866 0.06092  -0.218
C7 -0.75059 -3.73941 0.03705  -0.212
C8 -1.48376 -2.45662 -0.35983  -0.210
C9 -1.37982 -2.14708 -1.85298  -0.215
C10 -2.24657 -0.96096 -2.27757  -0.218
C11 -1.71810 0.37388 -1.75882  -0.226
C12 -2.59348 1.54808 -2.19097  -0.215
C13 -2.16306 2.85975 -1.53703  -0.220
C14 -3.00629 4.03791 -2.01940  -0.199
C15 -2.77031 5.31137 -1.19577  -0.156
C16 -1.33946 5.76186 -1.25134  -0.231
C17 -0.85795 6.46609 -2.34559  -0.046
C18 0.46823 6.86091 -2.39295  -0.074
C19 1.32656 6.55765 -1.35518  -0.013
C20 0.85397 5.84814 -0.25393  -0.254
O1 1.78076 5.57820 0.72737  -0.056
C21 1.34805 4.86387 1.86065  -0.097
C22 0.96460 3.41428 1.53941  -0.471
O2 0.08309 2.83426 2.14709  0.064
N1 1.71902 2.88804 0.56479  0.094
C23 1.52002 1.59931 -0.07751  -0.121
C24 1.40230 0.42540 0.91022  -0.248
O3 0.10063 0.22575 1.37034  -0.089
C25 -0.47460 5.45213 -0.20836  0.027
H1 2.60028 -8.79912 4.72145  0.065
H2 2.55141 -9.21047 3.00636  0.069
H3 3.83689 -8.17589 3.62793  0.069
H4 0.86816 -7.45156 3.55986  0.107
H5 2.15302 -6.41636 4.18025  0.107
H6 1.92267 -7.41105 1.30606  0.116
H7 3.20918 -6.37739 1.92580  0.114
H8 1.53719 -4.62206 2.48361  0.119
H9 0.24563 -5.66699 1.89236  0.108
H10 2.58982 -4.69094 0.20783  0.110
H11 1.21664 -5.62740 -0.37824  0.113
H12 1.02450 -2.82579 0.81887  0.105
H13 1.09860 -3.18821 -0.90754  0.103
H14 -1.08839 -4.03490 1.03152  0.105
H15 -1.01537 -4.54154 -0.65723  0.114
H16 -1.08479 -1.62869 0.22677  0.089
H17 -2.54115 -2.56681 -0.10654  0.114
H18 -0.34199 -1.94011 -2.12078  0.104
H19 -1.69653 -3.02979 -2.41557  0.111
H20 -2.28937 -0.92309 -3.36973  0.111
H21 -3.26548 -1.11277 -1.91389  0.112
H22 -0.70437 0.52017 -2.14156  0.111
H23 -1.66701 0.34487 -0.66985  0.101
H24 -2.55497 1.65266 -3.27847  0.118
H25 -3.63069 1.34012 -1.91749  0.116
H26 -2.25771 2.76228 -0.45304  0.121
H27 -1.11185 3.05706 -1.76321  0.111
H28 -4.06414 3.77416 -1.95022  0.113
H29 -2.78026 4.23763 -3.06913  0.115
H30 -3.41548 6.10290 -1.58382  0.116
H31 -3.05397 5.11795 -0.15956  0.117
H32 -1.52397 6.71019 -3.15976  0.113
H33 0.83739 7.41236 -3.24478  0.105
H34 2.36097 6.86253 -1.37251  0.115
H35 0.50668 5.35541 2.36226  0.140
H36 2.20239 4.85598 2.54508  0.143
H37 2.38246 3.51464 0.13176  0.144
H38 2.37446 1.43612 -0.73479  0.125
H39 0.60512 1.62407 -0.67967  0.102
H40 1.68269 -0.49439 0.39011  0.106
H41 2.10179 0.58481 1.74474  0.125
H42 -0.18139 1.05704 1.80120  0.058
H43 -0.86194 4.89754 0.63167  0.113

***

[2]
Molecular formula: C25H44FNO15S7
Method: DFT, wB97M-V/def2-TZVPD

Calculated values
* DFT total energy: -137389.6762 eV

Each line ends with the Löwdin charge.
Geometry (Å):
O1 1.04506 -3.74917 -2.46320  -0.417
S1 2.23046 -3.95643 -3.45361  1.025
O2 2.78279 -2.33572 -3.75898  -0.299
C1 1.92575 -1.92705 -4.92161  -0.201
C2 0.28677 -1.62997 -4.76576  0.037
C3 -0.52484 -1.24175 -6.13488  -0.082
N1 0.01942 -1.10634 -7.52855  -0.019
C4 1.50006 -1.33194 -7.64318  -0.094
C5 2.55528 -1.74233 -6.45920  0.035
O3 1.71419 -4.50723 -4.98144  -0.486
S2 1.01392 -6.05917 -4.91462  0.905
O4 2.03259 -7.11775 -5.49218  -0.306
O5 -0.16784 -6.04469 -5.96164  -0.296
F1 0.39511 -6.51753 -3.38338  -0.204
H1 -0.19280 -1.75711 -3.69335  0.106
H2 -1.69962 -1.06831 -6.00866  0.115
H3 1.96802 -1.22338 -8.73702  0.111
H4 3.70454 -1.90664 -6.61043  0.103
C6 1.02422 -2.49458 0.94476  -0.219
C7 2.31116 -1.67258 0.89300  -0.217
C8 1.95554 -0.29895 0.32667  -0.218
S3 0.24759 -0.00621 0.76127  0.692
O6 -0.53643 0.03648 -0.45513  -0.319
O7 0.18283 1.03935 1.76280  -0.362
C9 -0.02619 -1.57829 1.55451  -0.246
H5 1.14965 -3.40890 1.53206  0.117
H6 0.72796 -2.78192 -0.07117  0.096
H7 2.71340 -1.56058 1.90720  0.117
H8 3.08009 -2.16233 0.28736  0.112
H9 2.57997 0.48778 0.75756  0.105
H10 2.03535 -0.28273 -0.76376  0.104
H11 -1.04808 -1.91558 1.37297  0.105
H12 0.14205 -1.44551 2.62741  0.110
C10 -4.84339 1.37272 3.44286  -0.216
C11 -4.93973 0.26769 2.39203  -0.217
C12 -3.74904 0.42728 1.44818  -0.212
S4 -2.45111 1.19455 2.40648  0.723
O8 -2.19570 2.51240 1.86412  -0.306
O9 -1.39273 0.23086 2.63360  -0.413
C13 -3.39463 1.37491 3.90743  -0.228
H13 -5.53217 1.20255 4.27547  0.120
H14 -5.09341 2.33852 2.98771  0.125
H15 -4.89054 -0.71042 2.88581  0.118
H16 -5.88632 0.31146 1.84436  0.117
H17 -3.40101 -0.53837 1.07281  0.103
H18 -3.98802 1.08845 0.61067  0.110
H19 -3.10921 2.29513 4.42000  0.074
H20 -3.18315 0.50886 4.54170  0.115
C14 -1.97738 4.90072 -0.28161  -0.224
C15 -1.49563 6.34638 -0.16939  -0.220
C16 -1.68747 7.00116 -1.53633  -0.233
S5 -3.05015 6.14602 -2.31317  0.668
O10 -2.54914 5.43898 -3.47300  -0.327
O11 -4.19405 7.03342 -2.38014  -0.338
C17 -3.31487 4.96658 -1.00379  -0.234
H21 -2.07349 4.42731 0.69985  0.088
H22 -1.26047 4.31684 -0.87115  0.129
H23 -2.09760 6.87424 0.58024  0.119
H24 -0.45063 6.40096 0.15137  0.116
H25 -1.93042 8.06269 -1.44334  0.103
H26 -0.80389 6.87507 -2.16804  0.106
H27 -3.62508 4.00742 -1.42184  0.109
H28 -4.09674 5.36317 -0.34924  0.110
C18 -1.19369 4.58328 8.15563  -0.225
C19 -2.38884 4.88410 9.05879  -0.221
C20 -3.62351 4.99077 8.16532  -0.226
S6 -3.30155 3.95898 6.74285  0.659
O12 -3.21189 4.80473 5.57118  -0.316
O13 -4.16194 2.79385 6.79431  -0.331
C21 -1.65329 3.47650 7.21832  -0.235
H29 -0.31439 4.28207 8.73246  0.119
H30 -0.93107 5.47856 7.57949  0.123
H31 -2.52102 4.06337 9.77424  0.120
H32 -2.23889 5.80171 9.63621  0.117
H33 -4.52176 4.63497 8.67627  0.107
H34 -3.77580 6.01488 7.81366  0.109
H35 -1.02367 3.37438 6.33281  0.113
H36 -1.72327 2.51932 7.74365  0.113
C22 6.44711 -7.09398 -2.97931  -0.223
C23 5.73971 -7.48500 -4.27595  -0.209
C24 5.12691 -6.21549 -4.86492  -0.232
S7 6.14742 -4.86098 -4.30321  0.671
O14 5.35908 -4.02460 -3.42280  -0.349
O15 6.88695 -4.32294 -5.42751  -0.323
C25 7.25107 -5.84498 -3.30857  -0.233
H37 7.08857 -7.89855 -2.60807  0.119
H38 5.70325 -6.86885 -2.20573  0.121
H39 6.47103 -7.90205 -4.97892  0.122
H40 4.97560 -8.24980 -4.10532  0.120
H41 5.12438 -6.23954 -5.95759  0.116
H42 4.11161 -6.05160 -4.49346  0.056
H43 7.55619 -5.28465 -2.42319  0.111
H44 8.12491 -6.08896 -3.92007  0.112

***

[3]
Molecular formula: C25H44O2P2Tb
Method: DFT, wB97M-V/def2-TZVPD

Calculated values
* DFT total energy: -71736.5234 eV
* energy relative to the best compared isomer or geometry (same formula, charge and spin): 255.6 kJ/mol
* ⟨S²⟩: 12.059
* 2S+1: 7
* total charge: +1

Each line ends with the Löwdin spin population.
Geometry (Å):
Tb1 -1.19295 1.24919 2.23186  6.058
C1 -0.00112 0.45690 4.21922  -0.008
C2 0.99368 0.91243 3.31026  -0.005
C3 -0.34998 2.74502 3.86623  -0.007
C4 -0.83570 1.57681 4.56658  -0.016
C5 0.81510 2.32084 3.11498  -0.003
C6 -0.01318 -0.87531 4.87761  -0.001
H1 0.84176 -1.47432 4.55938  0.000
H2 -0.90732 -1.43854 4.60325  -0.001
H3 0.04049 -0.78537 5.96880  0.000
C7 -1.81658 1.50141 5.67611  -0.002
H4 -1.47417 0.74320 6.39226  0.000
H5 -2.81337 1.20178 5.32411  -0.001
H6 -1.88934 2.46787 6.18107  0.000
C8 -0.88254 4.15031 4.04277  0.000
H7 -1.03178 4.38926 5.11290  0.000
H8 -1.85532 4.30148 3.54006  0.000
H9 -0.17791 4.89204 3.64304  0.000
C9 1.86302 3.14295 2.43767  0.000
H10 2.66004 3.41947 3.14768  0.000
H11 1.45443 4.06191 2.00670  0.000
H12 2.34199 2.55849 1.63930  0.000
C10 2.10965 0.06019 2.80657  0.000
H13 3.09477 0.53991 2.91724  0.000
H14 1.96010 -0.19238 1.74833  0.000
H15 2.14958 -0.89198 3.35086  0.000
C11 0.10979 -3.47733 0.83173  0.000
C12 1.23339 -3.40018 1.56707  0.000
C13 2.64224 -3.21438 1.10497  0.000
C14 2.82375 -2.92578 -0.42468  0.000
C15 2.60014 -1.49450 -0.81838  0.000
C16 1.43344 -0.92146 -1.16729  0.000
C17 0.10990 -1.29831 -0.54625  0.000
C18 -0.18186 -2.81480 -0.49805  0.000
H16 3.24940 -4.11346 1.32558  0.000
H17 2.18795 -3.61959 -0.98821  0.000
H18 3.10012 -2.39701 1.69308  0.000
H19 0.38098 -3.31837 -1.29821  0.000
H20 -0.77480 -3.89405 1.32033  0.000
H21 1.18290 -3.50102 2.66420  0.000
H22 -1.25657 -2.96356 -0.72247  0.000
H23 0.05531 -0.85048 0.48008  0.001
H24 1.44159 -0.03075 -1.82110  0.000
H25 -0.69756 -0.83942 -1.14296  0.000
H26 3.86710 -3.18202 -0.69870  0.000
H27 3.50235 -0.86889 -0.81140  0.000
P1 -0.76110 -0.75626 -3.61970  0.000
P2 -0.98198 2.10297 -4.26284  0.000
C19 -1.13965 -0.45909 -5.44825  0.000
C20 -1.58666 0.98612 -5.67203  0.000
H28 -1.94323 -1.15481 -5.73803  0.000
H29 -0.24909 -0.70466 -6.05734  0.000
H30 -1.19515 1.38083 -6.62697  0.000
H31 -2.68908 1.06573 -5.69454  0.000
C21 -1.55873 3.59826 -5.16068  0.000
H32 -1.15050 4.48986 -4.68259  0.000
H33 -2.64845 3.65776 -5.11502  0.000
H34 -1.25244 3.58322 -6.21053  0.000
C22 0.74683 2.10828 -4.94662  0.000
H35 0.72714 2.08655 -6.04726  0.000
H36 1.32259 1.25200 -4.57653  0.000
H37 1.23583 3.03167 -4.61601  0.000
C23 -2.28743 -1.73986 -3.41549  0.000
H38 -2.47541 -1.98772 -2.36919  0.000
H39 -2.21653 -2.64740 -4.01738  0.000
H40 -3.11483 -1.12690 -3.78453  0.000
C24 0.53994 -2.07143 -3.89917  0.000
H41 0.77119 -2.16800 -4.97371  0.000
H42 0.16654 -3.02543 -3.49192  0.000
H43 1.45812 -1.78132 -3.36297  0.000
O1 -3.31331 0.80306 3.01578  -0.001
C25 -2.98523 -0.43014 3.13535  0.003
O2 -1.91981 -0.87759 2.56226  -0.015
H44 -3.59248 -1.12393 3.74174  -0.001

***

[4]
Molecular formula: C25H45As2CaN4O3S3SeSi2
Method: DFT, wB97M-V/def2-TZVPD

Calculated values
* DFT total energy: -292488.1836 eV
* energy relative to the best compared isomer or geometry (same formula, charge and spin): 143.7 kJ/mol
* total charge: -1

Each line ends with the Löwdin charge.
Geometry (Å):
Ca1 0.03596 -0.49756 0.11486  1.022
C1 1.56911 -5.81508 4.35697  -0.073
O1 0.92875 -6.39673 3.22598  -0.077
C2 0.55981 -5.56370 2.22805  -0.281
C3 -0.14213 -6.18085 1.16462  -0.023
C4 -0.56986 -5.40410 0.13177  -0.038
C5 -0.37120 -4.00099 0.09843  -0.100
C6 -0.92054 -3.22317 -0.99033  -0.374
C7 -1.21711 -3.87784 -2.31270  -0.001
O2 -1.13483 -1.99477 -0.90805  -0.232
C8 0.38050 -3.39346 1.15947  -0.356
O3 0.67750 -2.13908 1.17942  -0.299
C9 0.83657 -4.21787 2.21521  0.046
H1 1.71762 -6.62301 5.06664  0.087
H2 0.94418 -5.04087 4.80350  0.096
H3 2.53405 -5.38463 4.08519  0.096
H4 -0.33060 -7.24503 1.20209  0.109
H5 -1.11912 -5.87838 -0.67022  0.099
H6 -1.83942 -4.76611 -2.20846  0.074
H7 -0.27202 -4.17939 -2.77008  0.101
H8 -1.71442 -3.15760 -2.95737  0.069
H9 1.39992 -3.72390 2.99212  0.118
C10 -3.55144 0.43901 4.29224  -0.248
Si1 -2.46759 -0.38139 3.00309  0.116
C11 -3.59356 -1.41443 1.92057  -0.221
C12 -1.35381 -1.57137 3.92663  -0.229
As1 -1.13736 1.20211 1.95535  0.604
Si2 -2.75998 2.50829 0.95360  0.100
C13 -2.91754 4.06715 1.97516  -0.259
C14 -2.28912 3.07549 -0.75769  -0.259
C15 -4.50572 1.84945 0.79605  -0.236
H10 -4.13624 -0.29853 4.85673  0.022
H11 -4.24461 1.15575 3.84252  0.002
H12 -2.91826 0.99353 4.99158  0.026
H13 -4.06704 -2.20820 2.51214  0.029
H14 -3.03071 -1.88511 1.10708  0.009
H15 -4.37777 -0.80516 1.46959  0.000
H16 -1.81430 -1.86092 4.87730  0.024
H17 -0.38269 -1.11371 4.13677  0.023
H18 -1.16691 -2.47862 3.34273  0.009
H19 -1.94611 4.56428 2.06026  0.014
H20 -3.23921 3.81289 2.99079  0.017
H21 -3.63956 4.77260 1.54410  0.021
H22 -1.32820 3.59731 -0.73571  0.002
H23 -3.04929 3.75808 -1.15921  0.030
H24 -2.19274 2.22308 -1.43795  -0.040
H25 -4.88717 1.46544 1.74469  0.001
H26 -4.57416 1.04362 0.05865  0.025
H27 -5.15657 2.67067 0.47342  0.025
Se1 3.11256 0.85133 3.36469  0.365
C16 3.97313 2.20508 4.27616  -0.956
N1 4.51448 3.05772 4.85004  -0.046
C17 2.93397 1.12728 -3.20409  -0.289
As2 3.93456 -0.00228 -2.01741  0.595
C18 5.59157 -0.14592 -2.98738  -0.282
C19 4.46410 0.92096 -0.42539  -0.265
S1 3.03382 -1.87241 -1.78798  0.041
H28 3.44931 2.07570 -3.36019  0.042
H29 1.94247 1.29732 -2.80006  -0.011
H30 2.86989 0.56351 -4.13302  0.024
H31 5.97783 0.84931 -3.21440  0.035
H32 5.40966 -0.69901 -3.90529  0.028
H33 6.30850 -0.68740 -2.37505  0.032
H34 4.51887 1.99237 -0.61648  0.043
H35 5.44205 0.52856 -0.15648  0.039
H36 3.77266 0.73336 0.39231  -0.031
S2 -1.36023 0.08870 -3.20507  0.643
C20 -1.05547 1.29170 -4.28992  -1.170
N2 -0.11485 1.26262 -5.24982  -0.074
C21 0.19435 2.51924 -5.91575  -0.239
C22 -1.10735 3.30784 -5.88542  -0.432
S3 -1.90149 2.81970 -4.33031  0.936
H37 0.54473 0.49996 -5.21737  0.123
H38 0.52611 2.33377 -6.93575  0.118
H39 0.98401 3.05650 -5.38384  0.113
H40 -1.75662 3.04015 -6.71771  0.076
H41 -0.93669 4.38138 -5.88585  0.076
N3 1.78955 2.69998 0.89189  -0.054
C23 1.60074 4.01526 1.00433  -0.104
C24 1.27650 4.48665 -0.25358  -0.087
C25 1.29990 3.34018 -1.06185  -0.209
N4 1.61388 2.25025 -0.36007  0.003
H42 2.06190 2.06095 1.65424  -0.048
H43 1.71764 4.50874 1.95579  0.125
H44 1.05557 5.50131 -0.54153  0.088
H45 1.09334 3.26240 -2.11999  0.085